# 1
DFT (the ωB97M-V functional and the def2-TZVPD basis) results for a cluster of 2 separate species, C7H14Cl3N3OP in total.

CARTESIAN COORDINATES (ANGSTROEM)
C 4.094984 -2.906222 0.949972
C 4.084295 -1.250523 0.715719
C 2.534526 -0.850922 0.358533
N 2.267855 0.637142 0.244726
C 0.771522 0.774584 0.553023
C -0.252581 -0.172404 -0.322517
N -1.592629 0.213549 0.267038
P -3.020804 -0.588738 -0.436890
O -4.414031 0.028013 -0.016333
C -1.432722 1.235547 1.370998
N 0.047313 1.619111 1.578321
H 4.103199 -3.112027 2.102204
H 3.047312 -3.305143 0.548020
H 4.940138 -3.446253 0.346885
H 4.495095 -0.794498 1.718518
H 4.790409 -0.936923 -0.192389
H 1.850292 -1.248196 1.246798
H 2.217231 -1.465765 -0.591139
H 2.445599 0.915985 -0.766980
H -0.011120 -0.943011 -1.170126
H -2.902076 -0.464295 -1.891647
H -3.097844 -2.017384 -0.179250
H -2.367095 1.625594 1.958098
H 0.471287 2.281556 2.264782
C -4.598694 2.752973 -2.049394
Cl -3.201836 3.842704 -2.022721
Cl -6.087479 3.640755 -1.682223
Cl -4.727592 1.945368 -3.621307
H -4.454556 1.989422 -1.280719

Atomic forces in eV per Å
C -1.1 0.6 -0.4
C 0.2 -0.7 -0.3
C 0.5 -1.8 1.4
N -2.8 -0.2 0.0
C -1.9 -2.2 -2.9
C 0.9 4.9 5.0
N 4.4 1.7 1.7
P -6.4 1.8 0.4
O 4.9 -1.5 -0.9
C 2.2 -1.4 -1.7
N -3.6 -5.1 -5.0
H 0.3 0.2 -2.3
H 2.3 0.6 0.8
H -1.6 1.1 1.5
H -1.1 -0.4 -2.2
H -1.5 -0.7 2.1
H 1.6 0.8 -1.9
H 0.6 1.3 1.6
H -0.6 -0.1 1.8
H -0.8 1.8 1.9
H 0.8 0.0 1.3
H 1.1 1.0 0.1
H 2.2 -0.7 -1.3
H -0.7 -0.7 -0.8
C -0.3 0.0 0.1
Cl 0.0 -0.1 0.1
Cl 0.3 -0.2 0.0
Cl 0.1 0.0 0.2
H -0.2 0.2 -0.2

Orbital gap (hartree): 0.2998
E_LUMO (Ha): -0.186
Charge: +1
Energy (a.u.): -2236.06890
Maximum force (hartree/bohr): 0.1555
HOMO (eV): -13.21

# 2
DFT (the ωB97M-V functional and the def2-TZVPD basis) results for a cluster of 8 separate species, C49H53F2OP in total.

CARTESIAN COORDINATES (ANGSTROEM)
C -0.045670 3.484113 0.780330
C 0.024735 3.018467 -0.457058
C -1.288762 2.941112 -1.254752
P -2.408520 1.593248 -0.537085
C -4.063570 1.942362 -1.346415
C -5.190776 2.004743 -0.283493
F -6.397298 1.733633 -0.942795
C -1.665135 -0.009058 -1.211035
C -1.762337 -1.229765 -0.294209
O -1.393113 -2.240634 -0.693339
F -2.251680 -1.211236 0.952973
H 0.855863 3.919894 1.215242
H -1.021797 3.456057 1.270739
H 0.953730 2.693168 -0.931133
H -1.807192 3.905505 -1.299920
H -1.060228 2.598726 -2.282555
H -4.301256 1.260233 -2.177432
H -4.016533 2.950124 -1.795279
H -5.286239 3.024819 0.114091
H -5.006978 1.279542 0.521611
H -0.587615 0.188153 -1.345289
H -2.086372 -0.190846 -2.208867
C 3.039610 -1.023912 3.716249
C 3.054872 0.341517 3.450615
C 2.129854 0.886542 2.569404
C 1.197476 0.068161 1.951843
C 1.186989 -1.289364 2.210909
C 2.105255 -1.842422 3.092521
H 3.756515 -1.449746 4.408382
H 3.786791 0.979795 3.931501
H 2.136541 1.949869 2.362364
H 0.473853 0.492919 1.265129
H 0.457353 -1.920154 1.716319
H 2.094497 -2.906533 3.293229
C -3.310840 1.068679 -5.394245
C -4.653275 0.771179 -5.200281
C -5.587846 1.112795 -6.167916
C -5.180006 1.756216 -7.328967
C -3.838501 2.061745 -7.519176
C -2.903293 1.716874 -6.552748
H -2.580193 0.795605 -4.640991
H -4.972424 0.270358 -4.292933
H -6.634231 0.877604 -6.017231
H -5.908272 2.020852 -8.085637
H -3.521380 2.568708 -8.422331
H -1.856697 1.953121 -6.702139
C -7.179215 -2.447641 -1.910144
C -6.785027 -3.717924 -2.309280
C -5.440054 -3.997679 -2.512623
C -4.488930 -3.005174 -2.320559
C -4.884431 -1.732172 -1.929515
C -6.229062 -1.452123 -1.722443
H -8.227856 -2.232208 -1.745620
H -7.527991 -4.492073 -2.461612
H -5.133655 -4.990219 -2.821031
H -3.438989 -3.223016 -2.476511
H -4.141831 -0.958418 -1.786644
H -6.536593 -0.462203 -1.416209
C 6.594446 -1.093351 9.002460
C 7.361914 -2.124161 8.475021
C 7.314816 -2.401012 7.114567
C 6.497061 -1.648918 6.281378
C 5.722983 -0.623281 6.810480
C 5.772649 -0.344522 8.170738
H 6.636381 -0.874206 10.062191
H 7.998003 -2.712409 9.125157
H 7.915645 -3.202968 6.703549
H 6.461823 -1.862138 5.219752
H 5.080473 -0.039692 6.161446
H 5.170766 0.456417 8.582151
C 2.181620 6.837797 -4.547757
C 2.240577 5.465541 -4.344832
C 1.745768 4.915347 -3.169774
C 1.195353 5.737337 -2.195340
C 1.144566 7.110880 -2.394961
C 1.636096 7.661044 -3.571343
H 2.561784 7.266305 -5.466913
H 2.672165 4.824045 -5.103610
H 1.789322 3.843751 -3.013266
H 0.807739 5.308253 -1.280992
H 0.720480 7.753382 -1.632741
H 1.594388 8.732016 -3.727784
C 10.279007 3.532995 6.424943
C 10.892138 2.442699 7.027849
C 10.169111 1.280084 7.261228
C 8.831277 1.208462 6.895504
C 8.216484 2.301918 6.300785
C 8.939848 3.463591 6.063840
H 10.844580 4.437520 6.237094
H 11.935106 2.498893 7.315595
H 10.648412 0.428370 7.728718
H 8.267334 0.302451 7.074610
H 7.170985 2.248077 6.020643
H 8.459997 4.315686 5.597667
C -6.063509 -8.929386 -2.812016
C -5.269017 -9.797881 -3.548457
C -4.878779 -9.459292 -4.837277
C -5.286418 -8.253293 -5.391994
C -6.088095 -7.388397 -4.659224
C -6.475640 -7.725733 -3.368223
H -6.362439 -9.190856 -1.804374
H -4.952837 -10.739776 -3.117009
H -4.256318 -10.135734 -5.410116
H -4.979996 -7.987968 -6.396346
H -6.410918 -6.449715 -5.093859
H -7.099399 -7.050088 -2.795164

Atomic forces in eV per Å
C 0.6 0.1 -0.1
C -1.2 -0.1 -0.5
C 0.6 -2.0 -0.7
P 0.0 0.8 1.1
C 0.2 0.4 -0.2
C 0.5 -0.1 -0.8
F 0.0 0.0 0.4
C -0.6 1.8 0.6
C -0.8 2.1 -0.2
O 1.4 -3.8 -1.4
F -0.3 1.3 0.1
H -0.3 -0.7 0.6
H 0.4 0.7 0.0
H -0.1 0.7 0.0
H 0.1 -0.3 0.1
H -0.1 0.6 0.2
H -0.1 0.1 0.4
H 0.2 -0.4 0.0
H 0.1 -0.4 0.1
H -0.4 0.1 -0.2
H -0.3 -0.1 0.1
H 0.2 -0.6 0.4
C 0.0 0.0 0.0
C 0.0 -0.1 0.0
C 0.1 0.1 0.0
C -0.1 0.2 -0.1
C -0.1 -0.3 -0.1
C 0.1 0.1 0.1
H 0.0 0.0 0.0
H 0.0 0.0 0.0
H 0.0 0.0 0.0
H 0.0 0.1 0.1
H 0.0 0.0 0.1
H 0.0 0.0 0.0
C 0.0 0.0 0.0
C 0.0 0.0 0.1
C 0.0 0.0 0.0
C 0.0 0.0 0.0
C 0.0 0.0 0.0
C 0.0 0.0 0.0
H 0.0 0.0 0.0
H 0.0 0.0 -0.1
H 0.0 0.0 0.0
H 0.0 0.0 0.0
H 0.0 0.0 0.0
H 0.0 0.0 0.0
C 0.0 0.0 0.0
C 0.0 0.0 0.0
C 0.0 0.0 0.0
C 0.1 0.0 0.0
C -0.1 -0.2 0.0
C 0.0 0.0 0.0
H 0.0 0.0 0.0
H 0.0 0.0 0.0
H 0.0 0.0 0.0
H 0.0 0.0 0.0
H 0.0 0.0 0.0
H 0.0 0.0 0.0
C 0.0 0.0 0.0
C 0.0 0.0 0.0
C 0.0 0.0 0.0
C -0.1 0.0 0.0
C 0.0 0.0 0.0
C 0.0 0.0 0.0
H 0.0 0.0 0.0
H 0.0 0.0 0.0
H 0.0 0.0 0.0
H 0.0 0.0 0.0
H 0.0 0.0 0.0
H 0.0 0.0 0.0
C 0.0 0.0 0.0
C 0.0 0.0 0.0
C 0.0 0.0 0.0
C 0.0 0.1 0.0
C 0.0 0.0 0.0
C 0.0 0.0 0.0
H 0.0 0.0 0.0
H 0.0 0.0 0.0
H 0.0 0.0 0.0
H 0.0 0.0 0.0
H 0.0 0.0 0.0
H 0.0 0.0 0.0
C 0.0 0.0 0.0
C 0.0 0.0 0.0
C 0.0 0.0 0.0
C 0.0 0.0 0.0
C 0.0 0.0 0.0
C 0.0 0.0 0.0
H 0.0 0.0 0.0
H 0.0 0.0 0.0
H 0.0 0.0 0.0
H 0.0 0.0 0.0
H 0.0 0.0 0.0
H 0.0 0.0 0.0
C 0.0 0.0 0.0
C 0.0 0.0 0.0
C 0.0 0.0 0.0
C 0.0 0.0 0.0
C 0.0 0.0 0.0
C 0.0 0.0 0.0
H 0.0 0.0 0.0
H 0.0 0.0 0.0
H 0.0 0.0 0.0
H 0.0 0.0 0.0
H 0.0 0.0 0.0
H 0.0 0.0 0.0

Orbital gap (hartree): 0.3400
E_LUMO (Ha): 0.015
SMILES: C=CCP(CCF)CC(=O)F.c1ccccc1.c1ccccc1.c1ccccc1.c1ccccc1.c1ccccc1.c1ccccc1.c1ccccc1
Charge: 0
Energy (a.u.): -2515.20066
Maximum force (hartree/bohr): 0.0836
HOMO (eV): -8.83

# 3
DFT (the ωB97M-V functional and the def2-TZVPD basis) results for a cluster of 2 separate species, C9H11BrN3S in total.

CARTESIAN COORDINATES (ANGSTROEM)
C 3.346363 -0.978530 1.114122
C 3.376634 -0.112846 0.032305
C 2.149220 -1.356522 1.732104
C 2.183755 0.442842 -0.450592
C 0.972472 -0.847577 1.254046
C 1.017806 0.071211 0.129841
C -0.444489 0.714652 -1.669549
C -1.863811 0.511003 -2.042426
C -2.458511 -0.003934 -0.883340
N -1.482256 -0.022522 0.084425
N -0.280060 0.334499 -0.422192
N -3.724206 -0.472080 -0.609837
S -2.684815 0.685364 -3.606022
Br -0.184726 1.839823 2.774947
H 4.125643 -1.479892 1.572437
H 4.246518 0.122971 -0.598440
H 2.091045 -2.241983 2.317728
H 2.304047 1.238017 -1.091735
H 0.068496 -0.938757 1.782615
H 0.467577 0.805493 -2.241921
H -1.281541 -0.598678 0.877714
H -4.437310 -0.077349 -1.086823
H -3.904170 -0.473480 0.371429
H 0.170717 2.804456 3.760050
H -3.774400 0.033818 -3.100888

Atomic forces in eV per Å
C -1.3 0.1 -0.4
C 0.0 -0.1 -0.1
C -0.5 0.3 -1.6
C 0.7 -0.9 1.5
C 1.2 2.2 -2.1
C -1.7 -2.5 2.9
C -2.7 -1.1 -1.6
C 2.1 0.2 0.6
C 0.8 0.3 0.1
N 1.0 -0.2 0.5
N 0.0 1.4 -1.5
N 3.6 -0.9 1.5
S -0.2 -0.3 0.9
Br 0.0 0.3 0.2
H 2.3 -0.5 0.1
H -0.1 -0.1 1.0
H 0.3 -0.1 1.2
H -0.2 1.4 -1.9
H -0.9 -0.8 0.6
H -0.5 0.6 -0.4
H -1.4 -0.5 0.5
H -2.7 1.5 -2.0
H -0.3 -0.3 0.6
H -0.1 -0.1 0.0
H 0.4 0.3 -0.7

Orbital gap (hartree): 0.3034
E_LUMO (Ha): -0.136
Charge: +1
Energy (a.u.): -3485.71328
Maximum force (hartree/bohr): 0.0820
HOMO (eV): -11.96

# 4
DFT (the ωB97M-V functional and the def2-TZVPD basis) results for a cluster of 3 separate species, C6H16N2O in total.

CARTESIAN COORDINATES (ANGSTROEM)
C 1.294653 0.469767 -0.744558
C -0.951120 0.862856 -1.815714
C -1.749975 1.785914 -1.205424
N 1.564563 -0.878132 -1.223863
H 0.883640 -1.156793 -1.923310
H 2.490209 -0.966260 -1.635091
H 1.416727 1.282972 -1.468335
H 2.045830 0.736580 -0.005096
H -0.291582 1.152853 -2.619037
H -1.153677 -0.196974 -1.735322
H -0.943024 1.806729 0.369378
H -2.634698 1.485252 -0.653608
H -1.707220 2.828266 -1.495420
C -0.659680 -2.088806 0.874801
C 1.144506 -0.085135 2.018406
N -0.925319 -0.658026 0.851686
C 0.032703 0.298921 1.080468
O -0.426689 1.538159 1.230475
H -1.865163 -0.326677 0.706375
H -0.480308 -2.448406 1.891738
H -1.531795 -2.606304 0.477880
H 0.209818 -2.313198 0.258604
H 1.778587 0.779583 2.190477
H 0.723737 -0.404585 2.975330
H 1.735278 -0.898555 1.599158

Atomic forces in eV per Å
C 0.4 -0.1 2.0
C -1.5 1.1 0.1
C 0.2 -0.9 -1.4
N -0.1 0.1 -0.1
H 0.2 0.0 0.0
H -0.2 0.0 -0.1
H -0.5 -0.1 -0.2
H 0.3 -0.2 0.1
H 0.2 0.1 0.1
H 0.1 0.0 0.3
H 1.0 -0.6 1.4
H 0.1 0.0 0.2
H 0.2 0.0 0.1
C -0.1 0.3 0.1
C -0.1 0.1 -0.1
N -0.3 -0.2 0.2
C 0.9 -0.3 -2.0
O -1.0 1.0 -0.7
H 0.2 -0.1 0.0
H 0.0 -0.1 0.0
H 0.1 0.0 0.0
H -0.1 -0.1 0.0
H 0.0 0.0 0.0
H 0.0 0.0 0.0
H 0.0 0.0 0.0

Orbital gap (spin up / spin down) (hartree): 0.2862 / 0.2863
E_LUMO (spin up / spin down) (Ha): 0.034 / 0.034
Charge: 0
Energy (a.u.): -422.80272
Maximum force (hartree/bohr): 0.0430
HOMO (spin up / spin down) (eV): -6.86 / -6.86

# 5
DFT (the ωB97M-V functional and the def2-TZVPD basis) results for a structure of composition C17H28BrI3NbO17S5.

CARTESIAN COORDINATES (ANGSTROEM)
C -0.825181 -6.700345 3.757547
C 0.006913 -5.382940 3.265264
I 1.232030 -6.142162 1.577741
C -0.919980 -4.220136 2.648664
I -3.002587 -4.407206 3.410175
Nb -0.126184 -2.103837 2.855279
O -2.031219 -1.273638 2.647039
S 2.213072 -2.821602 3.369464
Br -0.561459 -2.068100 5.499562
I 0.855370 0.603787 2.942337
C 0.236623 -2.006934 0.600145
C -0.930421 -1.605061 -0.387568
C -0.726071 -1.566455 -1.947236
C 0.627952 -1.899624 -2.632869
C 1.804427 -2.281362 -1.659256
C 1.604427 -2.314480 -0.099200
H -0.086898 -7.581463 3.905039
H -1.521297 -7.020004 2.912003
H -1.332598 -6.546838 4.765511
H 0.635971 -5.078652 4.164166
H -1.018282 -4.431673 1.514762
H -2.581676 -1.740178 1.980386
H 2.750066 -3.635461 2.385824
H -1.976094 -1.318277 -0.034107
H -1.592961 -1.248039 -2.633744
H 0.783677 -1.861476 -3.773256
H 2.812343 -2.545350 -2.127920
H 2.529349 -2.579761 0.503823
C 2.538973 4.096437 1.215093
C 2.305565 3.103995 0.088289
O 2.585537 3.834081 -1.111050
S 3.744040 4.924381 -0.807857
O 5.001302 4.375750 -1.223545
O 3.279375 6.211895 -1.238832
O 3.676490 4.865685 0.810746
H 1.689602 4.776296 1.325233
H 2.731859 3.600946 2.167027
H 1.285738 2.720145 0.077677
H 3.007572 2.267642 0.147097
C -0.428494 -0.471323 -7.954716
C 0.613408 -0.628148 -6.857528
O 0.325586 0.410533 -5.922559
S -1.273940 0.686604 -5.912330
O -1.847178 -0.033198 -4.815070
O -1.493168 2.084922 -6.123639
O -1.633743 -0.107978 -7.281829
H -0.162381 0.339458 -8.638892
H -0.571823 -1.391687 -8.522072
H 1.631938 -0.535026 -7.234527
H 0.502832 -1.587112 -6.342348
C -8.552164 -4.409555 1.846631
C -7.727404 -5.680148 1.986401
O -6.381036 -5.233524 2.134238
S -6.376953 -3.808074 2.912362
O -6.119226 -4.054863 4.300041
O -5.627428 -2.870162 2.135811
O -7.957435 -3.472695 2.743615
H -8.482479 -4.003055 0.833609
H -9.600662 -4.568196 2.101967
H -7.822349 -6.335217 1.120238
H -8.002019 -6.231377 2.890846
C 5.575489 7.980029 1.145820
C 4.842007 8.480948 -0.088121
O 4.109603 9.625836 0.356115
S 4.944148 10.363161 1.535275
O 5.679910 11.448832 0.955787
O 4.081169 10.527321 2.666127
O 5.983858 9.157400 1.846721
H 4.907818 7.409580 1.797633
H 6.441964 7.368736 0.890847
H 4.169160 7.729518 -0.506125
H 5.545622 8.808473 -0.859779

Atomic forces in eV per Å
C 1.2 -0.5 -0.5
C -1.7 -1.1 1.0
I -0.1 0.4 0.8
C 0.7 -1.1 -1.0
I 1.1 0.2 -0.2
Nb -2.2 1.7 0.5
O 2.5 -1.8 -0.8
S -0.1 -0.5 -0.6
Br 0.4 -0.2 -1.1
I -0.1 0.0 -0.1
C 0.4 0.2 -4.3
C 3.2 -0.9 -2.2
C 2.3 -0.6 1.4
C -0.3 -0.2 4.8
C -3.3 0.8 1.0
C -2.3 0.6 -2.8
H -1.0 1.5 -0.2
H 0.7 0.5 1.4
H 0.4 0.1 -1.6
H -0.5 -0.1 -1.7
H -0.1 0.3 1.9
H 0.2 0.3 0.7
H -0.7 0.6 0.6
H 1.8 -0.5 -0.4
H 1.4 -0.6 1.4
H -0.4 0.0 2.1
H -1.5 0.4 0.9
H -1.5 0.4 -0.8
C -0.9 -0.2 0.2
C 0.2 -0.6 0.6
O 0.6 1.3 0.0
S -0.5 -1.2 0.3
O -0.7 0.9 0.2
O 0.4 -1.0 -0.1
O 0.4 0.1 -1.0
H 0.0 -0.1 0.0
H 0.2 0.1 -0.2
H 0.1 0.1 -0.2
H -0.1 0.0 0.1
C 0.4 0.2 -0.3
C -0.1 -0.6 0.0
O -0.7 0.4 -0.4
S 0.0 0.0 0.3
O 0.2 0.7 -0.9
O 0.1 -1.0 0.4
O 0.2 0.1 0.7
H 0.0 -0.1 0.0
H -0.2 0.1 0.2
H -0.1 0.2 0.2
H 0.0 0.0 -0.1
C -0.1 -0.1 -0.5
C -0.4 -0.2 0.4
O -0.2 0.8 -0.1
S 0.3 0.2 -0.1
O -0.2 0.4 -1.0
O -0.7 -0.7 0.7
O 0.5 -0.5 0.3
H 0.0 -0.1 0.0
H 0.1 0.2 0.2
H 0.3 0.1 0.0
H -0.1 0.0 -0.1
C -0.5 -0.5 -0.1
C 0.5 -0.3 -0.4
O 0.2 0.3 1.1
S -0.1 -0.3 -0.3
O -0.5 -0.6 0.7
O 0.6 0.2 -0.8
O -0.3 0.8 -0.3
H 0.0 0.0 -0.1
H 0.0 0.2 0.1
H 0.1 0.6 0.3
H 0.0 -0.1 0.1

Orbital gap (hartree): 0.2360
E_LUMO (Ha): 0.029
Charge: -1
Energy (a.u.): -7458.53068
Maximum force (hartree/bohr): 0.0928
HOMO (eV): -5.64

# 6
DFT (the ωB97M-V functional and the def2-TZVPD basis) results for a structure of composition C5H9NO2.

CARTESIAN COORDINATES (ANGSTROEM)
C 1.227373 0.990076 1.714466
C 0.838539 -0.303432 1.111611
C 1.031538 -1.535881 0.943210
H -0.075377 0.060290 0.145594
H 2.057828 0.837487 2.407147
H 1.537100 1.699284 0.945054
H 0.393647 1.434085 2.261939
H 1.662518 -2.334087 1.288787
H 0.141829 -1.844044 -0.129461
C -0.728970 -0.265555 -1.014208
N -0.046976 0.403059 -2.045702
C -2.061564 0.326148 -0.616605
O -0.658277 -1.575528 -0.969075
O -2.476549 1.379019 -1.032707
H 0.286053 -0.220116 -2.765745
H -0.530749 1.224689 -2.384445
H -2.597963 -0.275493 0.140139

Atomic forces in eV per Å
C 0.0 0.1 0.2
C -0.2 0.1 -0.8
C -0.5 -0.2 -0.6
H 0.2 -0.1 0.5
H -0.1 0.0 0.0
H 0.0 -0.1 0.0
H 0.0 0.0 0.0
H 0.0 0.0 0.1
H 0.4 0.2 0.5
C 0.1 -0.8 -0.5
N 0.0 0.0 0.3
C 0.0 0.4 0.3
O -0.1 0.8 0.1
O 0.2 -0.4 0.0
H -0.1 0.1 0.0
H 0.0 -0.1 0.0
H 0.0 0.0 -0.1

Orbital gap (hartree): 0.3307
E_LUMO (Ha): -0.001
Charge: 0
Energy (a.u.): -401.01150
Maximum force (hartree/bohr): 0.0177
HOMO (eV): -9.04